Density functional theory data (wB97M-V/def2-TZVPD) for the ion CH3IO2P with charge -1.

Last column: Löwdin charge in e.
CARTESIAN COORDINATES (ANGSTROEM)
C (0.952, -0.334, 0.009)  -0.230
O (-0.737, 1.074, -1.330)  -0.454
O (-0.716, 1.464, 1.180)  -0.438
P (-0.603, 0.571, 0.029)  -0.104
I (-2.549, -1.078, 0.168)  0.158
H (1.843, 0.242, -0.201)  0.042
H (1.109, -0.878, 0.897)  0.009
H (0.702, -1.061, -0.753)  0.017

The net charge is -1. The SMILES is C[P@](=O)([O-])I. The gap between HOMO and LUMO is 0.299 hartree. The HOMO energy comes out at -4.902 eV. For the energy relative to the best compared isomer or geometry (same formula, charge and spin), the calculation gives 2.3 kcal per mole. The value obtained for the maximum force is 2.10 eV/Å.

---

Density functional theory data (wB97M-V/def2-TZVPD) for a cluster of 2 separate species, CH3IOS2 in total.

Last column: Löwdin charge in e.
CARTESIAN COORDINATES (ANGSTROEM)
C (0.396, -0.198, -0.018)  0.078
O (1.100, -2.334, -1.924)  -0.691
S (0.562, 0.026, -3.284)  0.222
S (0.536, -2.040, -3.232)  0.026
I (-1.902, -2.331, -3.001)  0.380
H (0.856, 0.678, -0.532)  -0.033
H (0.962, -1.034, 0.531)  0.042
H (-0.628, -0.275, -0.473)  -0.022

The gap between HOMO and LUMO (spin up / spin down) is 0.314 / 0.207 hartree. The HOMO energy (spin up / spin down) comes out at -9.601 / -8.908 eV. For the energy relative to the best compared isomer or geometry (same formula, charge and spin), the calculation gives 86.1 kcal per mole. The value obtained for the maximum force is 2.30 eV/Å.

---

Density functional theory data (wB97M-V/def2-TZVPD) for the molecule CH3IS2.

Last column: Löwdin charge in e.
CARTESIAN COORDINATES (ANGSTROEM)
C (0.272, -0.705, 0.293)  -1.124
S (-0.553, 2.060, 0.087)  0.281
S (1.135, 0.766, -0.328)  0.297
I (1.536, -2.530, 0.027)  0.612
H (-0.165, -0.483, 1.309)  -0.006
H (-0.837, -0.897, -0.356)  0.085
H (-1.388, 1.790, -1.032)  -0.145

The SMILES is SSCI. The gap between HOMO and LUMO is 0.339 hartree. The HOMO energy comes out at -9.484 eV. For the energy relative to the best compared isomer or geometry (same formula, charge and spin), the calculation gives 22.0 kcal per mole. The value obtained for the maximum force is 3.93 eV/Å.

---

Density functional theory data (wB97M-V/def2-TZVPD) for the molecule CH3N.

Last column: Löwdin charge in e.
CARTESIAN COORDINATES (ANGSTROEM)
C (-0.370, 0.374, -0.226)  -0.159
N (0.575, -0.312, 0.238)  0.010
H (-0.107, 1.169, -0.923)  0.054
H (-1.436, 0.245, -0.012)  0.061
H (0.292, -1.023, 0.910)  0.035

The SMILES is C=N. The gap between HOMO and LUMO is 0.419 hartree. The HOMO energy comes out at -10.110 eV. For the energy relative to the best compared isomer or geometry (same formula, charge and spin), the calculation gives 0.4 kcal per mole. The value obtained for the maximum force is 0.50 eV/Å.

---

Density functional theory data (wB97M-V/def2-TZVPD) for a cluster of 2 separate species, CH3N2 in total.

Last column: Löwdin charge in e.
CARTESIAN COORDINATES (ANGSTROEM)
C (-0.697, -0.084, 1.556)  0.175
N (1.158, 0.087, -1.615)  0.340
N (1.585, 0.108, -0.616)  0.384
H (-1.476, -0.507, 0.852)  -0.049
H (-1.233, 0.505, 2.295)  -0.059
H (0.663, -0.109, -2.473)  0.209

The net charge is +1. The gap between HOMO and LUMO (spin up / spin down) is 0.252 / 0.248 hartree. The HOMO energy (spin up / spin down) comes out at -13.922 / -13.814 eV. For the energy relative to the best compared isomer or geometry (same formula, charge and spin), the calculation gives 123.1 kcal per mole. The value obtained for the maximum force is 1.43 eV/Å.

---

Density functional theory data (wB97M-V/def2-TZVPD) for the ion CH3N2O with charge -1.

Last column: Löwdin charge in e.
CARTESIAN COORDINATES (ANGSTROEM)
C (-0.522, -0.171, 0.091)  -0.206
N (0.192, 1.079, -0.183)  -0.186
N (0.574, 2.554, 0.072)  -0.221
O (1.620, 2.772, -0.686)  -0.387
H (0.098, -0.933, -0.417)  -0.035
H (-0.775, -0.316, 1.152)  -0.041
H (0.986, 0.786, -0.873)  0.077

The net charge is -1. The gap between HOMO and LUMO (spin up / spin down) is 0.242 / 0.250 hartree. The HOMO energy (spin up / spin down) comes out at -1.628 / -1.820 eV. For the energy relative to the best compared isomer or geometry (same formula, charge and spin), the calculation gives 62.4 kcal per mole. The value obtained for the maximum force is 3.71 eV/Å.

---

Density functional theory data (wB97M-V/def2-TZVPD) for the ion CH3N2O with charge +1.

Last column: Löwdin charge in e.
CARTESIAN COORDINATES (ANGSTROEM)
C (0.194, -0.072, 0.041)  0.025
N (3.632, 0.287, 0.144)  0.446
N (2.631, -0.041, -0.029)  0.082
O (1.468, -0.761, -0.198)  0.019
H (-0.208, 0.369, -0.906)  0.118
H (0.502, 0.605, 0.967)  0.146
H (-0.598, -0.843, 0.480)  0.164

The net charge is +1. The SMILES is CO[N+]#N. The gap between HOMO and LUMO is 0.447 hartree. The HOMO energy comes out at -18.784 eV. For the energy relative to the best compared isomer or geometry (same formula, charge and spin), the calculation gives 91.0 kcal per mole. The value obtained for the maximum force is 7.83 eV/Å.

---

Density functional theory data (wB97M-V/def2-TZVPD) for the ion CH3N2O with charge +1.

Last column: Löwdin charge in e.
CARTESIAN COORDINATES (ANGSTROEM)
C (0.006, 0.182, 0.096)  0.245
N (-3.662, -0.319, 0.201)  0.426
N (-2.615, 0.045, 0.024)  -0.076
O (-1.582, 0.554, -0.321)  0.063
H (-0.037, 0.542, 1.142)  0.109
H (0.602, 0.818, -0.598)  0.132
H (0.106, -0.883, 0.255)  0.101

The net charge is +1. The SMILES is CO[N+]#N. The gap between HOMO and LUMO is 0.471 hartree. The HOMO energy comes out at -18.795 eV. For the energy relative to the best compared isomer or geometry (same formula, charge and spin), the calculation gives 83.3 kcal per mole. The value obtained for the maximum force is 4.25 eV/Å.

---

Density functional theory data (wB97M-V/def2-TZVPD) for the ion CH3N2O2 with charge +1.

Last column: Löwdin charge in e.
CARTESIAN COORDINATES (ANGSTROEM)
C (-1.414, 0.411, 0.036)  0.016
N (1.084, -0.756, 0.014)  0.255
N (0.326, 0.311, -0.003)  -0.181
O (-1.990, -0.580, 0.001)  0.250
O (0.799, 1.404, -0.045)  0.148
H (-1.616, 1.470, 0.155)  0.169
H (0.726, -1.701, -0.043)  0.163
H (2.085, -0.558, -0.115)  0.180

The net charge is +1. The SMILES is N[N+](=O)C=O. The gap between HOMO and LUMO is 0.383 hartree. The HOMO energy comes out at -17.016 eV. For the energy relative to the best compared isomer or geometry (same formula, charge and spin), the calculation gives 31.9 kcal per mole. The value obtained for the maximum force is 1.80 eV/Å.

---

Density functional theory data (wB97M-V/def2-TZVPD) for a cluster of 2 separate species, CH3N2O2 in total.

Last column: Löwdin charge in e.
CARTESIAN COORDINATES (ANGSTROEM)
C (0.802, -0.420, -0.295)  -0.360
N (-0.291, 0.100, 0.291)  0.144
N (5.074, -0.159, 0.368)  0.507
O (1.979, -0.039, -0.137)  -0.072
O (4.231, 0.161, -0.232)  0.338
H (0.606, -1.224, -1.120)  0.166
H (-1.263, 0.149, -0.023)  0.134
H (0.086, 0.883, 0.884)  0.143

The net charge is +1. The gap between HOMO and LUMO (spin up / spin down) is 0.217 / 0.217 hartree. The HOMO energy (spin up / spin down) comes out at -14.549 / -14.551 eV. For the energy relative to the best compared isomer or geometry (same formula, charge and spin), the calculation gives 26.3 kcal per mole. The value obtained for the maximum force is 3.97 eV/Å.

---

Density functional theory data (wB97M-V/def2-TZVPD) for the molecule CH3N2O2P.

Last column: Löwdin charge in e.
CARTESIAN COORDINATES (ANGSTROEM)
C (-2.231, -0.020, 0.131)  -0.401
N (-3.362, -0.241, 0.130)  0.126
N (-0.931, 0.116, 0.365)  -0.131
O (1.338, -1.311, -0.106)  -0.259
O (1.226, 1.223, 0.014)  -0.306
P (0.468, -0.048, -0.720)  0.804
H (-0.578, 0.690, 1.104)  0.082
H (1.888, -1.744, -0.707)  0.005
H (2.182, 1.336, -0.212)  0.081

The SMILES is N#CNP(O)O. The gap between HOMO and LUMO is 0.372 hartree. The HOMO energy comes out at -9.815 eV. For the energy relative to the best compared isomer or geometry (same formula, charge and spin), the calculation gives 13.9 kcal per mole. The value obtained for the maximum force is 3.36 eV/Å.

---

Density functional theory data (wB97M-V/def2-TZVPD) for a cluster of 2 separate species, CH3N2O2S in total.

Last column: Löwdin charge in e.
CARTESIAN COORDINATES (ANGSTROEM)
C (-0.683, 1.412, 0.150)  -0.603
N (-0.061, -1.527, 0.079)  -0.227
N (0.447, -0.326, 0.724)  -0.601
O (-1.498, 0.948, -0.581)  0.036
O (-0.223, 2.326, 0.755)  0.051
S (1.961, -0.211, -0.083)  0.541
H (-0.568, -1.202, -0.692)  -0.020
H (-0.825, -2.007, 0.619)  0.051
H (1.450, 0.586, -0.971)  -0.228

The net charge is -1. The gap between HOMO and LUMO is 0.253 hartree. The HOMO energy comes out at -2.993 eV. For the energy relative to the best compared isomer or geometry (same formula, charge and spin), the calculation gives 43.0 kcal per mole. The value obtained for the maximum force is 2.46 eV/Å.